Record 1
Entry from the Open Molecules 2025 dataset: C25H28BrCl5InN8O11S2 as an isolated structure in a non-equilibrium geometry (the ωB97M-V functional and the def2-TZVPD basis).

Its HOMO energy is -5.8 eV. The value obtained for the frontier orbital gap is 7.54 eV.

Structure (ORCA input):
```
! RIJCOSX wB97M-V def2-TZVPD def2/J DEFGRID3
* xyz -1 1
In -1.425 -0.014 0.743
O -0.402 -2.842 -2.301
S -0.417 -2.201 -0.998
O 0.963 -1.803 -0.600
O -1.182 -0.863 -1.166
O -1.106 -2.915 0.068
Cl -5.685 -5.661 2.252
C -5.017 -4.151 1.747
C -4.182 -3.434 2.597
Cl -3.801 -4.047 4.162
C -3.662 -2.218 2.191
Cl -2.625 -1.283 3.213
C -3.934 -1.676 0.921
O -3.436 -0.536 0.536
C -4.785 -2.418 0.082
Cl -5.125 -1.762 -1.475
C -5.316 -3.632 0.488
Cl -6.354 -4.510 -0.574
C -1.951 5.558 0.756
N -2.434 4.210 0.538
C -3.665 4.059 -0.217
C -1.771 3.115 0.968
N -2.311 1.931 0.991
N -0.479 3.311 1.374
C 0.263 2.483 2.248
N 1.624 2.631 2.003
N -0.321 1.806 3.143
H -1.423 5.951 -0.120
H -1.295 5.597 1.622
H -2.801 6.211 0.959
H -3.795 4.941 -0.841
H -4.533 3.962 0.442
H -3.586 3.202 -0.881
H -3.302 1.911 0.796
H 0.054 4.041 0.933
H 1.848 2.384 1.042
H 2.175 2.063 2.634
H 0.340 1.184 3.602
C -0.358 4.045 -6.706
C -0.705 2.860 -5.816
S 0.435 1.527 -6.155
O 1.750 1.949 -5.738
O 0.214 1.126 -7.525
C -0.089 0.164 -5.125
C 0.419 0.189 -3.691
N 0.000 1.389 -2.959
C -1.279 1.726 -2.657
N -1.354 2.944 -2.130
C -0.082 3.406 -2.069
C 0.768 2.461 -2.570
N 2.194 2.555 -2.597
O 2.856 1.583 -2.894
O 2.660 3.665 -2.374
C -2.469 0.897 -2.987
H -1.050 4.864 -6.509
H -0.428 3.772 -7.758
H 0.654 4.392 -6.502
H -1.705 2.473 -6.018
H -0.616 3.114 -4.761
H 0.322 -0.713 -5.630
H -1.174 0.114 -5.211
H 1.503 0.174 -3.690
H 0.064 -0.695 -3.162
H 0.184 4.379 -1.690
H -2.201 -0.140 -3.160
H -2.989 1.321 -3.850
H -3.159 0.889 -2.143
Br 2.436 -0.737 3.847
C 3.262 -0.622 2.130
C 4.654 -0.652 2.152
C 5.367 -0.538 0.973
C 4.688 -0.389 -0.229
C 3.309 -0.356 -0.236
C 2.564 -0.471 0.936
C 1.075 -0.313 0.797
O 0.661 0.703 0.144
O 0.292 -0.791 1.705
H 5.163 -0.762 3.099
H 6.449 -0.563 0.998
H 5.229 -0.291 -1.162
H 2.765 -0.252 -1.162
*
```

Record 2
Entry from the Open Molecules 2025 dataset: C25H28Cl4N6O3OsTe as an isolated structure in a non-equilibrium geometry (the ωB97M-V functional and the def2-TZVPD basis).

Its HOMO energy (spin up / spin down) is -13.6 / -13.8 eV. The expectation value of S² is 6.0848. The value obtained for the frontier orbital gap (spin up / spin down) is 7.24 / 5.27 eV.

Structure (ORCA input):
```
! RIJCOSX wB97M-V def2-TZVPD def2/J DEFGRID3
* xyz 2 5
Os 0.041 0.072 0.089
Cl 6.060 0.374 3.070
C 4.441 0.023 2.741
C 3.694 -0.722 3.747
Cl 4.541 -1.439 5.064
C 2.342 -1.041 3.528
Cl 1.385 -1.815 4.658
C 1.672 -0.568 2.302
O 0.394 -0.550 2.052
C 2.492 0.164 1.343
O 1.780 0.853 0.433
C 3.910 0.398 1.459
Cl 4.860 1.013 0.141
C 1.858 1.781 -3.160
Te 0.278 0.258 -2.365
C 2.193 -1.031 -2.674
C 2.903 -0.435 -3.813
C 3.707 -1.206 -4.706
C 4.504 -0.518 -5.674
C 4.498 0.869 -5.765
C 3.640 1.618 -4.948
C 2.787 0.974 -4.011
H 2.303 2.102 -2.181
H 1.250 2.542 -3.677
H 1.856 -2.062 -2.847
H 2.661 -0.965 -1.697
H 3.686 -2.332 -4.686
H 5.033 -1.122 -6.467
H 5.108 1.399 -6.489
H 3.714 2.723 -4.963
N -1.178 -1.174 0.208
C -1.689 -2.297 0.085
N -2.397 -3.224 0.703
C -1.800 -4.625 0.817
C -2.587 -5.673 0.047
O -4.009 -5.594 0.331
C -4.468 -4.350 -0.120
C -3.798 -3.178 0.627
H -1.938 -4.893 1.896
H -0.686 -4.574 0.636
H -2.305 -6.686 0.366
H -2.435 -5.577 -1.069
H -5.581 -4.274 0.029
H -4.247 -4.156 -1.181
H -4.091 -3.297 1.660
H -4.130 -2.223 0.227
C -2.353 1.954 0.232
N -1.126 1.760 1.003
C -0.298 2.975 1.051
N -1.040 4.150 1.468
C -2.251 4.318 0.663
N -3.142 3.090 0.712
C -3.523 2.812 2.098
N -2.336 2.661 2.973
C -1.574 1.534 2.435
C -1.512 3.927 2.806
H -3.002 0.991 0.333
H -2.022 2.062 -0.789
H 0.062 3.121 0.003
H 0.595 2.822 1.768
H -2.040 4.689 -0.344
H -2.756 5.178 1.156
H -4.160 1.927 2.165
H -4.112 3.713 2.357
H -2.239 0.648 2.445
H -0.709 1.415 3.107
H -0.607 3.909 3.421
H -2.104 4.785 3.170
*
```

Record 3
Entry from the Open Molecules 2025 dataset: C25H28Cl5O2Sn as an isolated structure in a non-equilibrium geometry (the ωB97M-V functional and the def2-TZVPD basis).

Its HOMO energy is -3.6 eV. The value obtained for the frontier orbital gap is 5.97 eV.

Structure (ORCA input):
```
! RIJCOSX wB97M-V def2-TZVPD def2/J DEFGRID3
* xyz -1 1
O 2.819 1.934 -2.127
C 2.705 2.036 -3.572
C 3.995 2.826 -3.717
H 1.795 2.596 -3.787
H 2.700 1.058 -4.054
C 3.997 2.791 -2.176
H 3.872 3.793 -4.185
H 4.808 2.296 -4.191
C 3.690 4.154 -1.599
H 2.779 4.557 -2.050
H 4.502 4.847 -1.829
H 3.601 4.115 -0.508
C 5.166 2.112 -1.498
H 5.258 1.076 -1.838
H 5.019 2.140 -0.411
H 6.102 2.629 -1.729
Sn -1.246 -1.320 1.785
C -0.440 -3.862 2.491
C -1.324 -3.658 1.366
C -0.533 -3.140 0.266
H -2.360 -3.972 1.295
C 0.823 -3.049 0.733
C 0.869 -3.497 2.078
H 1.778 -3.634 2.673
H -0.731 -4.339 3.425
H -0.875 -3.036 -0.765
H 1.685 -2.779 0.117
C -1.874 -0.178 4.015
C -0.484 -0.036 4.308
C 0.112 0.745 3.291
H 0.001 -0.383 5.216
C -0.896 1.115 2.346
C -2.154 0.602 2.830
H -3.132 0.877 2.453
H -2.629 -0.604 4.664
H 1.145 1.079 3.252
H -0.791 1.790 1.502
O 0.275 1.883 -1.747
C 1.001 1.035 -0.797
C 1.438 -0.270 -1.471
H 0.341 0.791 0.053
H 1.887 1.554 -0.452
C 0.509 -0.310 -2.707
H 1.348 -1.117 -0.789
H 2.469 -0.193 -1.819
C -0.421 0.917 -2.570
H -0.010 -1.255 -2.854
H 1.114 -0.125 -3.597
H -1.349 0.607 -2.034
H -0.678 1.345 -3.550
Cl -3.592 -3.137 3.723
C -4.344 -2.388 2.353
C -3.593 -1.623 1.489
C -4.190 -0.883 0.501
Cl -3.218 0.219 -0.447
C -5.583 -0.962 0.274
Cl -6.319 -0.044 -0.965
C -6.363 -1.792 1.116
Cl -8.045 -1.921 0.859
C -5.745 -2.510 2.166
Cl -6.680 -3.501 3.197
*
```

Energy above the lowest of the compared OMol25 structures with the same formula, charge and spin across the listed records, respectively: 1.937; 3.816; 0.000 eV.
E across the listed records, respectively: -8096.8027; -3722.3719; -3635.0523 Ha.